Record 1
# C16H20Cl5O5Sm

A structure of composition C16H20Cl5O5Sm (wB97M-V/def2-TZVPD, OMol25).

Positions of all 47 atoms, in Å:
Sm 0.247 0.448 0.683
C -1.864 0.355 -2.070
C -2.525 1.243 -1.035
O -2.246 0.780 0.300
C -3.194 -0.120 0.905
C -2.627 -1.527 0.951
O -1.303 -1.435 1.504
C -0.977 -2.368 2.542
C 0.311 -1.868 3.188
O 1.228 -1.337 2.219
C 2.049 -2.284 1.511
C 1.395 -2.760 0.223
O 0.978 -1.602 -0.513
C 0.530 -1.891 -1.847
C 0.341 -0.558 -2.547
O -0.467 0.309 -1.733
H -1.991 0.796 -3.060
H -2.286 -0.654 -2.069
H -3.599 1.303 -1.207
H -2.098 2.244 -1.092
H -4.140 -0.103 0.364
H -3.361 0.243 1.919
H -2.554 -1.959 -0.049
H -3.262 -2.168 1.563
H -0.863 -3.369 2.121
H -1.767 -2.398 3.294
H 0.779 -2.662 3.770
H 0.090 -1.033 3.853
H 2.286 -3.138 2.145
H 2.971 -1.755 1.275
H 0.530 -3.400 0.411
H 2.129 -3.326 -0.354
H -0.402 -2.464 -1.800
H 1.282 -2.478 -2.377
H -0.106 -0.700 -3.531
H 1.303 -0.061 -2.664
Cl 3.143 0.728 -0.274
C 2.530 2.366 -0.405
C 1.260 2.532 0.124
C 0.720 3.803 -0.004
Cl -0.890 4.006 0.614
C 1.398 4.862 -0.594
Cl 0.674 6.405 -0.712
C 2.689 4.640 -1.094
Cl 3.557 5.920 -1.810
C 3.270 3.367 -1.008
Cl 4.836 3.066 -1.629

Values from the calculation:
2S+1: 6
E_LUMO (alpha / beta), eV: -7.73 / -6.02
Maximum force, hartree/bohr: 0.0168
Net charge: +2

Record 2
# C16H20F5N2O5ReSiTe

A structure of composition C16H20F5N2O5ReSiTe (wB97M-V/def2-TZVPD, OMol25).

Positions of all 51 atoms, in Å:
Re 0.629 0.208 0.543
O -3.155 0.485 2.112
C -1.982 0.391 1.824
O -1.459 0.595 0.662
C -0.978 -0.055 2.877
C -1.294 -0.154 4.219
C -0.299 -0.524 5.112
C 0.988 -0.735 4.637
C 1.231 -0.619 3.280
N 0.252 -0.317 2.419
C 2.589 -0.755 2.593
O 3.552 -1.176 3.201
O 2.567 -0.386 1.363
H -2.301 0.073 4.524
H -0.514 -0.623 6.163
H 1.812 -0.978 5.286
C 0.346 2.735 -3.589
Si -0.453 1.388 -2.499
C -2.283 1.849 -2.158
C -0.523 -0.296 -3.413
H -0.179 2.844 -4.530
H 1.385 2.507 -3.804
H 0.310 3.689 -3.075
H -2.840 2.012 -3.078
H -2.335 2.771 -1.579
H -2.783 1.071 -1.587
H -1.271 -0.267 -4.194
H -0.755 -1.109 -2.737
H 0.434 -0.505 -3.874
C 2.707 -1.134 -1.630
C 1.609 -2.038 -1.222
C 1.371 -3.334 -1.645
C 0.220 -3.771 -0.980
C -0.198 -2.724 -0.172
C -1.351 -2.727 0.767
N 0.638 -1.659 -0.327
H 3.349 -1.622 -2.356
H 3.299 -0.851 -0.762
H 2.296 -0.219 -2.055
H 1.972 -3.883 -2.341
H -0.265 -4.721 -1.085
H -1.968 -3.605 0.594
H -1.956 -1.835 0.627
H -1.000 -2.743 1.800
F 0.872 2.100 1.382
Te -0.548 3.073 -0.044
F 1.213 3.717 -0.708
F -0.069 4.423 1.258
F -2.383 3.735 0.732
F -1.014 4.561 -1.288
O 0.514 1.135 -1.243

Values from the calculation:
2S+1: 4
E_LUMO (alpha / beta), eV: 1.29 / 0.47
Maximum force, hartree/bohr: 0.1597
Net charge: -1

Record 3
# C16H20GeLiPSe2

A structure of composition C16H20GeLiPSe2 (wB97M-V/def2-TZVPD, OMol25).

Positions of all 41 atoms, in Å:
Li 1.226 0.151 1.437
Se -0.851 -1.716 1.590
P -1.839 0.016 0.802
Se -1.066 1.921 1.384
C -3.649 -0.127 1.147
C -4.349 0.897 1.762
C -5.718 0.768 1.997
C -6.383 -0.383 1.611
C -5.683 -1.414 0.993
C -4.320 -1.286 0.769
C -1.901 -0.056 -1.035
C -2.670 0.888 -1.710
C -2.744 0.872 -3.094
C -2.029 -0.079 -3.813
C -1.250 -1.007 -3.146
C -1.188 -1.000 -1.753
H -3.808 1.791 2.052
H -6.257 1.572 2.484
H -7.447 -0.483 1.793
H -6.197 -2.319 0.693
H -3.762 -2.094 0.309
H -3.194 1.648 -1.142
H -3.344 1.611 -3.611
H -2.071 -0.083 -4.897
H -0.669 -1.733 -3.702
H -0.573 -1.712 -1.217
C 6.127 1.854 0.491
Ge 4.881 0.289 0.711
C 5.922 -0.861 1.985
C 5.302 -0.722 -0.993
C 3.110 0.624 1.159
H 7.128 1.542 0.167
H 6.212 2.387 1.442
H 5.719 2.548 -0.250
H 6.956 -0.997 1.640
H 5.454 -1.847 2.081
H 5.930 -0.393 2.973
H 6.382 -0.832 -1.172
H 4.847 -0.191 -1.834
H 4.846 -1.716 -0.940
H 2.920 1.673 0.835

Values from the calculation:
E_LUMO, eV: 4.27
Maximum force, hartree/bohr: 0.0078
Net charge: -2

Record 4
# C16H20MgN3O5

A structure of composition C16H20MgN3O5 (wB97M-V/def2-TZVPD, OMol25).

Positions of all 45 atoms, in Å:
Mg 0.436 0.659 0.199
C -2.650 3.192 -2.309
N -2.609 1.728 -2.321
C -3.626 1.043 -3.121
C -1.679 1.074 -1.652
O -0.813 1.649 -0.957
C -1.676 -0.456 -1.683
O -0.484 -0.943 -1.083
C 0.473 -1.571 -1.924
C 1.814 -0.846 -1.794
O 1.895 0.116 -1.000
N 2.848 -1.264 -2.501
C 2.813 -2.460 -3.341
C 4.161 -0.637 -2.327
H -3.619 3.520 -1.935
H -1.863 3.570 -1.668
H -2.513 3.568 -3.323
H -4.523 1.658 -3.123
H -3.296 0.905 -4.151
H -3.894 0.083 -2.687
H -2.511 -0.816 -1.079
H -1.798 -0.845 -2.693
H 0.590 -2.603 -1.589
H 0.137 -1.588 -2.961
H 1.797 -2.743 -3.593
H 3.345 -2.254 -4.268
H 3.298 -3.294 -2.834
H 4.044 0.323 -1.838
H 4.801 -1.278 -1.720
H 4.614 -0.502 -3.307
O 1.022 1.677 1.882
C 0.470 0.757 2.544
N -0.126 -0.258 1.878
C -0.673 -1.140 2.829
O -1.290 -2.141 2.583
C -0.350 -0.580 4.196
C -0.643 -1.045 5.458
C -0.197 -0.282 6.537
C 0.515 0.901 6.346
C 0.805 1.362 5.064
C 0.357 0.594 4.011
H -1.197 -1.964 5.600
H -0.406 -0.612 7.547
H 0.846 1.467 7.206
H 1.357 2.278 4.901

Values from the calculation:
E_LUMO, eV: -2.44
Maximum force, hartree/bohr: 0.0169
Net charge: +1

Record 5
# C16H20N2

The molecule C16H20N2 (wB97M-V/def2-TZVPD, OMol25).

Positions of all 38 atoms, in Å:
C 0.068 -2.946 -0.455
C 0.258 -1.607 0.250
C -0.867 -0.626 -0.108
C -2.198 -0.951 0.578
C -3.222 0.095 0.243
C -3.354 1.234 1.026
C -4.271 2.216 0.697
C -5.070 2.072 -0.425
C -4.944 0.942 -1.214
C -4.026 -0.038 -0.882
N 1.533 -1.029 -0.161
C 2.130 -0.132 0.808
C 3.415 0.447 0.290
C 3.587 0.702 -1.067
C 4.787 1.243 -1.495
N 5.788 1.539 -0.682
C 5.623 1.301 0.608
C 4.466 0.758 1.144
H 0.116 -2.806 -1.532
H -0.893 -3.383 -0.200
H 0.847 -3.648 -0.160
H 0.241 -1.779 1.344
H -1.001 -0.622 -1.191
H -0.566 0.382 0.184
H -2.554 -1.930 0.251
H -2.044 -0.987 1.659
H -2.734 1.350 1.904
H -4.365 3.095 1.318
H -5.788 2.837 -0.682
H -5.565 0.823 -2.091
H -3.933 -0.920 -1.501
H 2.194 -1.770 -0.375
H 1.429 0.693 0.985
H 2.310 -0.619 1.785
H 2.792 0.473 -1.759
H 4.961 1.453 -2.542
H 6.463 1.556 1.241
H 4.386 0.580 2.206

Values from the calculation:
E_LUMO, eV: 0.79
Maximum force, hartree/bohr: 0.0106